[1]
C3H5N3 | wB97M-V/def2-TZVPD

Structure (XYZ):
```
11
C3H5N3, DFT wB97M-V/def2-TZVPD
N -1.2006 1.8242 -0.1059
C -0.4798 0.8645 0.2820
C -0.6649 -1.2795 0.1548
N 0.6770 -1.5394 0.1226
C 1.3966 -0.4985 -0.1106
N 0.8445 0.7413 -0.1255
H -2.0989 1.8904 0.3619
H -1.2405 -2.1165 0.5942
H -1.1611 -0.8618 -0.7067
H 2.4682 -0.5665 -0.2423
H 1.4595 1.5420 -0.2246
```

ΔE to the lowest compared entry with this formula, charge and spin = 67.65 kcal/mol
DFT total energy = -281.4822 Eh
Kohn-Sham gap (alpha / beta) = 8.901 / 8.900 eV

[2]
C3H5N3 | wB97M-V/def2-TZVPD

Structure (XYZ):
```
11
C3H5N3, DFT wB97M-V/def2-TZVPD
C 1.7055 -0.4660 0.1642
N 0.3189 -0.7934 -0.0360
C -0.6948 -0.0401 -0.1020
N -0.8991 1.3179 0.0528
C -1.8854 -0.7854 -0.5256
N -2.7381 -1.4666 -0.9081
H 2.2594 -1.3874 -0.0391
H 2.0676 0.3017 -0.5320
H 1.9514 -0.1623 1.1902
H -0.2281 1.8563 0.5792
H -1.8573 1.6251 0.1566
```

ΔE to the lowest compared entry with this formula, charge and spin = 26.76 kcal/mol
DFT total energy = -281.5474 Eh
Kohn-Sham gap = 10.380 eV
SMILES = C/N=C(\N)C#N

[3]
C3H5N3 | wB97M-V/def2-TZVPD

Structure (XYZ):
```
11
C3H5N3, DFT wB97M-V/def2-TZVPD
N -1.3937 1.7521 0.7597
C -0.3088 1.3149 0.4184
C -0.6521 -1.6759 -0.2917
N 0.5956 -1.5270 -0.5372
C 1.4161 -0.5085 -0.5142
N 0.8498 0.8817 0.2246
H -2.0946 1.9347 0.0463
H -1.2571 -0.9074 0.1993
H -1.1409 -2.6149 -0.5403
H 2.3576 -0.6573 0.0138
H 1.5667 1.5943 0.1347
```

ΔE to the lowest compared entry with this formula, charge and spin = 106.26 kcal/mol
DFT total energy = -281.4207 Eh
Kohn-Sham gap (alpha / beta) = 7.258 / 7.259 eV

[4]
C3H5N3 | wB97M-V/def2-TZVPD

Structure (XYZ):
```
11
C3H5N3, DFT wB97M-V/def2-TZVPD
C 0.1947 1.4685 0.5594
N 0.0497 0.2311 0.2072
C 0.7854 -0.9362 0.4884
N 0.1052 -1.9928 0.1276
N -1.0343 -1.6239 -0.4755
C -0.9721 -0.3046 -0.6395
H -0.3802 2.2214 0.0342
H 0.5031 -0.2330 -1.8142
H 0.8345 1.7382 1.3870
H 1.7406 -0.9024 0.9859
H -1.8265 0.3336 -0.8604
```

ΔE to the lowest compared entry with this formula, charge and spin = 134.03 kcal/mol
DFT total energy = -281.3765 Eh
Kohn-Sham gap (alpha / beta) = 7.224 / 8.239 eV

[5]
C3H5N3 | wB97M-V/def2-TZVPD

Structure (XYZ):
```
11
C3H5N3, DFT wB97M-V/def2-TZVPD
N 1.9027 -0.3651 -0.1957
C 0.5417 -0.1212 0.0062
C -0.2652 0.9042 -0.4061
N -1.5615 0.5313 -0.0563
C -1.5893 -0.6210 0.6705
N -0.2415 -1.0422 0.7117
H 2.2972 -0.9292 0.5506
H 2.4546 0.4720 -0.3503
H -0.0415 1.8608 -0.8691
H -2.3895 1.0731 -0.2732
H -1.1076 -1.7628 0.2117
```

ΔE to the lowest compared entry with this formula, charge and spin = 71.10 kcal/mol
DFT total energy = -281.4767 Eh
Kohn-Sham gap = 9.205 eV

[6]
C3H5N3 | wB97M-V/def2-TZVPD

Structure (XYZ):
```
11
C3H5N3, DFT wB97M-V/def2-TZVPD
C -1.6662 -0.0872 0.0459
N -0.2254 -0.1932 -0.0563
C 0.7184 0.7538 0.1435
C 1.9017 0.0846 -0.0395
N 1.6226 -1.2121 -0.3341
N 0.3368 -1.3732 -0.3403
H -2.1004 -0.8733 -0.5723
H -1.9925 -0.2164 1.0816
H -1.9888 0.8892 -0.3214
H 0.4762 1.7790 0.3811
H 2.9176 0.4489 0.0117
```

ΔE to the lowest compared entry with this formula, charge and spin = 27.56 kcal/mol
DFT total energy = -281.5461 Eh
Kohn-Sham gap = 10.628 eV
SMILES = Cn1ccnn1

[7]
C3H5N3 | wB97M-V/def2-TZVPD

Structure (XYZ):
```
11
C3H5N3, DFT wB97M-V/def2-TZVPD
H -2.1391 1.8285 0.3680
N -1.5149 1.0332 0.1986
C -0.3281 1.0539 0.5579
N 0.5279 -0.1977 0.3627
C -0.2368 -1.2948 -0.2330
C 1.7821 0.0204 -0.1243
N 2.7913 0.2092 -0.6281
H 0.3523 1.8026 0.9400
H -1.2826 -0.9775 -0.1483
H 0.0034 -1.1592 -1.3812
H 0.0445 -2.3186 0.0877
```

ΔE to the lowest compared entry with this formula, charge and spin = 43.01 kcal/mol
DFT total energy = -281.5215 Eh
Kohn-Sham gap = 10.683 eV
SMILES = [H]/N=C/N(C)C#N

[8]
C3H5N3 | wB97M-V/def2-TZVPD

Structure (XYZ):
```
11
C3H5N3, DFT wB97M-V/def2-TZVPD
C 1.5797 -0.5558 0.1315
N 0.5065 0.3213 0.4337
C -0.6939 0.2715 -0.0213
N -1.2305 1.5106 0.0794
C -1.3802 -0.8748 -0.5870
N -1.8956 -1.8228 -1.0048
H 1.2299 -1.5525 -0.1394
H 2.1611 -0.1351 -0.7014
H 2.2351 -0.6081 1.0038
H -0.2841 1.7839 0.5790
H -2.2280 1.6617 0.2264
```

ΔE to the lowest compared entry with this formula, charge and spin = 48.48 kcal/mol
DFT total energy = -281.5128 Eh
Kohn-Sham gap = 9.824 eV
SMILES = C/N=C(/N)C#N

[9]
C3H5N3 | wB97M-V/def2-TZVPD

Structure (XYZ):
```
11
C3H5N3, DFT wB97M-V/def2-TZVPD
C -1.7970 0.0798 0.1212
N -0.3564 0.0436 0.2028
N 0.3648 1.0952 -0.1399
C 1.5951 0.6093 -0.2545
C 1.5553 -0.7658 0.0234
N 0.2992 -1.0971 0.3090
H -2.2263 -0.3617 1.0220
H -2.1067 -0.4764 -0.7708
H -2.0868 1.1259 0.0258
H 2.4151 1.2536 -0.5378
H 2.3436 -1.5064 -0.0011
```

ΔE to the lowest compared entry with this formula, charge and spin = 23.46 kcal/mol
DFT total energy = -281.5527 Eh
Kohn-Sham gap = 10.929 eV
SMILES = Cn1nccn1

[10]
C3H5N3 | wB97M-V/def2-TZVPD

Structure (XYZ):
```
11
C3H5N3, DFT wB97M-V/def2-TZVPD
C 1.7108 -0.5814 0.5118
N 0.6231 0.2018 -0.0120
C -0.2401 -0.1022 -0.8741
N -1.4328 0.0707 -1.2707
C -2.1135 1.0928 0.3495
N -1.2673 1.2405 1.1510
H 2.6254 0.0178 0.5439
H 1.4637 -0.8727 1.5393
H 1.9078 -1.4948 -0.0626
H -0.1738 -0.7552 -1.8221
H -3.1033 1.1827 -0.0541
```

ΔE to the lowest compared entry with this formula, charge and spin = 126.60 kcal/mol
DFT total energy = -281.3883 Eh
Kohn-Sham gap = 7.925 eV

[11]
C3H5N3 | wB97M-V/def2-TZVPD

Structure (XYZ):
```
11
C3H5N3, DFT wB97M-V/def2-TZVPD
N -2.0069 -0.1770 0.0500
C -0.5916 -0.1561 0.0467
C 0.0498 1.0673 0.2400
C 1.5354 0.6653 0.0802
N 1.4454 -0.6626 -0.1231
N 0.2219 -1.1905 -0.1726
H -2.4405 -0.3843 -0.8376
H -2.4448 -0.6467 0.8305
H -0.6222 1.9245 -0.0256
H 2.6549 0.8866 0.1352
H 2.2173 -1.3175 -0.2007
```

ΔE to the lowest compared entry with this formula, charge and spin = 44.30 kcal/mol
DFT total energy = -281.5195 Eh
Kohn-Sham gap = 9.966 eV
SMILES = Nc1cc[nH]n1

[12]
C3H5N3 | wB97M-V/def2-TZVPD

Structure (XYZ):
```
11
C3H5N3, DFT wB97M-V/def2-TZVPD
N -0.4916 -2.0246 0.7436
C -0.0578 -0.8693 0.3364
C 1.1002 -0.0542 0.1897
N 0.6870 1.1559 -0.3674
C -0.6185 1.1640 -0.5819
N -1.0728 -0.0280 -0.1756
H -2.0001 -0.4226 -0.1454
H 0.2091 -2.5998 1.1882
H 2.1443 -0.2311 0.3908
H 1.2933 1.9332 -0.5809
H -1.1930 1.9764 -0.9975
```

ΔE to the lowest compared entry with this formula, charge and spin = 33.90 kcal/mol
DFT total energy = -281.5360 Eh
Kohn-Sham gap = 7.208 eV

[13]
C3H5N3 | wB97M-V/def2-TZVPD

Structure (XYZ):
```
11
C3H5N3, DFT wB97M-V/def2-TZVPD
N 1.1639 -0.6526 1.3378
C 0.1954 -0.1985 0.4130
C -1.1040 0.3468 0.5938
N -1.6444 0.7288 -0.5560
N -0.7433 0.3832 -1.4799
C 0.3573 -0.2050 -0.9533
H 1.1420 -0.1645 2.2250
H 2.0932 -0.5306 0.9478
H -1.6868 0.3737 1.5091
H -0.8552 0.6129 -2.4550
H 1.0819 -0.6943 -1.5822
```

ΔE to the lowest compared entry with this formula, charge and spin = 19.53 kcal/mol
DFT total energy = -281.5589 Eh
Kohn-Sham gap = 9.180 eV
SMILES = Nc1cn[nH]c1

[14]
C3H5N3 | wB97M-V/def2-TZVPD

Structure (XYZ):
```
11
C3H5N3, DFT wB97M-V/def2-TZVPD
C -1.6317 -0.4007 0.0059
C -0.1502 -0.0597 -0.0222
C 0.5945 1.2319 0.0134
N 1.8818 1.0247 -0.0738
N 1.9411 -0.4800 -0.2757
N 0.7202 -1.0125 -0.1483
H -2.1727 0.2273 0.7176
H -2.0869 -0.2533 -0.9809
H -1.8334 -1.4500 0.2792
H 0.0989 2.2147 0.1241
H 2.5559 -1.0430 0.3378
```

ΔE to the lowest compared entry with this formula, charge and spin = 38.30 kcal/mol
DFT total energy = -281.5290 Eh
Kohn-Sham gap = 10.802 eV
SMILES = Cc1cn[nH]n1

[15]
C3H5N3 | wB97M-V/def2-TZVPD

Structure (XYZ):
```
11
C3H5N3, DFT wB97M-V/def2-TZVPD
C -1.5992 -0.3463 0.0491
N -0.1685 -0.1105 0.0003
C 0.4603 1.0736 0.1050
N 1.7641 0.9179 0.0625
C 1.8888 -0.4216 -0.1010
N 0.7488 -1.0955 -0.1280
H -1.9216 -0.9613 -0.7943
H -1.8812 -0.8306 0.9878
H -2.0961 0.6267 -0.0093
H -0.0451 2.0288 0.1222
H 2.8496 -0.8812 -0.2943
```

ΔE to the lowest compared entry with this formula, charge and spin = 11.00 kcal/mol
DFT total energy = -281.5725 Eh
Kohn-Sham gap = 10.791 eV
SMILES = Cn1cncn1

[16]
C3H5N3 | wB97M-V/def2-TZVPD

Structure (XYZ):
```
11
C3H5N3, DFT wB97M-V/def2-TZVPD
H 1.7931 -2.2524 0.2867
N 1.3891 -1.3084 0.2447
N 0.1618 -1.4607 0.1618
C -0.6011 -0.2340 0.0666
N -1.9749 -0.4924 0.1393
C 0.0499 0.9024 -0.0279
C 1.0208 1.7692 -0.1034
H -2.5571 0.2256 -0.2690
H -2.1960 -1.4089 -0.2302
H 1.4727 2.0325 -1.0587
H 1.4418 2.2271 0.7901
```

ΔE to the lowest compared entry with this formula, charge and spin = 79.19 kcal/mol
DFT total energy = -281.4639 Eh
Kohn-Sham gap = 8.765 eV
SMILES = [H]/N=N/C(N)=C=C

[17]
C3H5N3 | wB97M-V/def2-TZVPD

Structure (XYZ):
```
11
C3H5N3, DFT wB97M-V/def2-TZVPD
C 2.1418 -1.2035 0.0706
N 1.3522 -0.4236 -0.1050
C 0.6535 0.8186 -0.1107
C -0.8181 0.7280 -0.0342
N -1.6052 -0.1997 0.1541
N -2.4801 -0.8793 -0.1220
H 2.7922 -2.0958 0.0445
H 1.1894 1.5345 0.5774
H 1.1316 1.4997 -1.0167
H -1.2349 1.6791 0.0789
H -3.1223 -1.4580 0.4630
```

net charge = +2
ΔE to the lowest compared entry with this formula, charge and spin = 57.94 kcal/mol
DFT total energy = -280.6947 Eh
Kohn-Sham gap = 9.992 eV
SMILES = C#[N+]CC=[N+]=N

[18]
C3H5N3 | wB97M-V/def2-TZVPD

Structure (XYZ):
```
11
C3H5N3, DFT wB97M-V/def2-TZVPD
N 0.6960 -1.8073 -0.5115
C -0.1307 -1.6798 0.3848
N -0.8031 -0.8967 1.1866
C -0.8298 0.4090 0.7231
C 0.0222 0.8670 -0.2027
N 0.8416 1.6846 -0.7727
H 1.3659 -2.1507 -1.2069
H -1.7041 -1.3730 1.2865
H -1.8498 0.9320 1.1561
H 1.0644 1.5626 -1.8242
H 1.3272 2.4525 -0.2190
```

net charge = +2
ΔE to the lowest compared entry with this formula, charge and spin = 42.71 kcal/mol
DFT total energy = -280.7190 Eh
Kohn-Sham gap = 9.190 eV
SMILES = [NH+]#CNC=C=[NH2+]

[19]
C3H5N3 | wB97M-V/def2-TZVPD

Structure (XYZ):
```
11
C3H5N3, DFT wB97M-V/def2-TZVPD
N -0.2866 0.6673 1.6572
N -0.4472 1.5367 0.8802
C -0.1698 1.3114 -0.4292
N -0.0537 0.0676 -0.6021
C -0.0091 -1.0017 0.2887
C 0.6372 -1.1399 -1.0508
H -0.6336 0.5872 2.5827
H -0.0411 2.0628 -1.3049
H -0.7244 -1.4649 0.9041
H 0.0734 -1.8161 -1.6701
H 1.6549 -0.8104 -1.2559
```

net charge = +2
ΔE to the lowest compared entry with this formula, charge and spin = 126.24 kcal/mol
DFT total energy = -280.5859 Eh
Kohn-Sham gap = 8.443 eV
SMILES = N=[N+]=C[N+]1=CC1

[20]
C3H5N3O | wB97M-V/def2-TZVPD

Structure (XYZ):
```
12
C3H5N3O, DFT wB97M-V/def2-TZVPD
N 2.1212 -0.2882 -0.0751
C 0.7504 0.0106 -0.0389
C 0.0305 1.1617 -0.1053
N -1.2980 0.8891 -0.0005
C -1.3911 -0.4085 0.1246
O -2.6540 -0.8246 0.2317
N -0.1952 -1.0252 0.1128
H 2.5120 -0.1277 -0.9967
H 2.6330 0.2730 0.5956
H 0.3603 2.1830 -0.2188
H -2.9091 0.1588 0.1558
H 0.0400 -2.0021 0.2149
```

ΔE to the lowest compared entry with this formula, charge and spin = 28.26 kcal/mol
DFT total energy = -356.8123 Eh
Kohn-Sham gap = 8.990 eV
SMILES = Nc1cnc(O)[nH]1